Model i:
Here is an isolated molecule of C4H5NO2 from the Open Molecules 2025 dataset. Energies are from wB97M-V/def2-TZVPD.

## Properties
HOMO energy (alpha / beta) in eV: -7.51 / -7.67
E_LUMO (alpha / beta) in eV: 0.30 / 0.16

Positions of all 12 atoms, in Å:
C 0.10 -1.80 0.12
C 1.32 -1.14 0.34
C 0.34 0.71 -0.31
C -0.45 1.93 -0.18
N -0.85 -1.08 -0.35
O -2.01 -1.17 -0.78
O 1.37 0.16 0.18
H 0.04 -2.75 0.57
H 2.12 -1.57 1.00
H 0.11 2.84 -0.64
H -1.38 1.58 -0.70
H -0.73 2.31 0.74

---

Model ii:
Here is an isolated molecule of C4H5NO2 from the Open Molecules 2025 dataset. Energies are from wB97M-V/def2-TZVPD.

## Properties
HOMO energy in eV: -7.51
Structure (SMILES): Nc1cc(O)co1
E_LUMO in eV: 0.86

Positions of all 12 atoms, in Å:
N 0.36 1.66 1.37
C 0.13 0.43 0.88
C 0.58 0.27 -0.42
C -0.26 -0.79 -0.88
O -0.29 -1.27 -2.15
C -0.97 -1.26 0.16
O -0.70 -0.49 1.32
H 0.32 1.91 2.36
H 0.70 1.94 0.39
H 1.65 0.29 -0.60
H 0.16 -0.63 -2.72
H -1.68 -2.05 0.29

---

Name the most stable of them. model ii.

---

Model i:
Here is an isolated molecule of C7H9N from the Open Molecules 2025 dataset. Energies are from wB97M-V/def2-TZVPD.

## Properties
HOMO energy in eV: -7.69
E_LUMO in eV: 0.19

Positions of all 17 atoms, in Å:
C -0.17 0.51 0.92
C 0.77 1.40 0.27
C 1.74 0.66 -0.41
C 1.90 -0.72 -0.36
C 1.04 -1.43 0.43
C -1.67 0.51 -0.25
C -2.05 -0.75 -0.59
H -1.13 0.87 1.29
H 0.54 2.56 0.41
H 2.34 1.44 -0.96
H 2.91 -1.20 -0.72
H 1.18 -2.52 0.61
H -2.22 1.21 0.48
H -0.89 0.98 -0.80
H -2.80 -1.34 -0.11
H -1.43 -1.40 -1.16
N -0.04 -0.80 0.94

---

Model ii:
Here is an isolated molecule of C7H9N from the Open Molecules 2025 dataset. Energies are from wB97M-V/def2-TZVPD.

## Properties
HOMO energy (alpha / beta) in eV: -7.78 / -7.78
E_LUMO (alpha / beta) in eV: -0.82 / -0.83

Positions of all 17 atoms, in Å:
C -0.53 2.36 -0.02
C -1.25 1.17 -0.01
C 1.36 1.42 0.07
C -0.60 0.05 -0.48
C 0.92 0.12 -0.62
C -2.76 0.92 0.24
C 1.78 -1.12 -0.33
N 2.39 1.89 0.46
H -1.22 -0.76 -0.70
H 1.18 0.47 -1.68
H -2.84 1.04 1.35
H -3.00 -0.18 -0.10
H -3.39 1.71 -0.12
H 2.74 -0.78 -0.15
H 1.86 -1.81 -1.11
H 1.36 -1.77 0.50
H 3.21 1.41 0.24

---

Model iii:
Here is a structure of composition C7H9N from the Open Molecules 2025 dataset. Energies are from wB97M-V/def2-TZVPD.

## Properties
HOMO energy in eV: -8.99
E_LUMO in eV: 0.96

Positions of all 17 atoms, in Å:
C 2.09 -1.08 0.01
C 1.13 -0.29 -0.19
C 1.33 1.29 -0.09
C 0.06 1.80 -0.03
C -0.95 0.74 0.24
C -1.46 -1.17 0.24
C -0.28 -0.37 -0.34
H 2.24 -2.17 0.00
H 3.13 -0.66 0.32
H 2.34 1.73 0.24
H -0.27 2.89 -0.04
H -1.20 0.79 1.39
H -2.46 0.00 -1.15
H -1.78 -2.05 -0.42
H -1.31 -1.35 1.34
H -0.32 -0.31 -1.36
N -2.29 0.21 -0.17

---

Name the most stable of them. model i.

---

Model i:
Here is a structure of composition C7H9N from the Open Molecules 2025 dataset. Energies are from wB97M-V/def2-TZVPD.

## Properties
HOMO energy in eV: -9.24
E_LUMO in eV: -0.07

Positions of all 17 atoms, in Å:
C -1.81 -0.96 0.78
C -1.15 -1.19 -0.58
C 0.22 -1.29 -0.57
C 1.23 -0.34 0.10
C 1.20 1.10 0.09
C 0.09 2.02 -0.22
C 2.63 -0.76 0.24
H -1.05 -1.25 1.92
H -2.44 -1.97 0.54
H -2.22 0.32 0.97
H -2.20 -1.52 -1.34
H 0.71 -1.44 -1.61
H 2.20 1.58 0.64
H -1.01 1.70 0.45
H 0.19 3.25 -0.11
H -0.35 1.86 -1.39
N 3.75 -1.11 0.09

---

Model ii:
Here is a cluster of 2 separate species, C7H9N in total from the Open Molecules 2025 dataset. Energies are from wB97M-V/def2-TZVPD.

## Properties
HOMO energy in eV: -9.78
Structure (SMILES): c1ccncc1.C=C
E_LUMO in eV: 0.96

Positions of all 17 atoms, in Å:
C -1.82 1.74 1.06
C -1.43 0.79 1.99
C -0.07 0.51 2.14
N 0.89 1.11 1.42
C 0.50 2.02 0.52
C -0.83 2.37 0.30
H -2.88 1.99 0.91
H -2.17 0.26 2.61
H 0.27 -0.24 2.87
H 1.30 2.50 -0.06
H -1.08 3.13 -0.45
C 1.87 -2.79 -2.13
C 0.57 -2.60 -2.32
H 2.42 -2.24 -1.36
H 2.43 -3.52 -2.73
H 0.01 -1.88 -1.71
H 0.01 -3.16 -3.08

---

Name the most stable of them. model ii.